Here is a molecular structure, C2H26F6Na2O19S2 from OMol25. Energies are from ωB97M-V with the def2-TZVPD basis set.

Last column: Löwdin charge in e.
Geometry (Å):
Na 2.6307 0.3046 4.2767  0.77
Na 2.3514 0.8728 -2.4932  0.64
C 0.4670 -3.2533 -4.0518  -0.67
F 0.2581 -2.6845 -5.2225  0.16
F -0.5750 -4.0438 -3.7619  0.14
F 1.5529 -4.0318 -4.0746  0.14
S 0.6407 -1.9473 -2.7560  0.55
O 0.6524 -2.6603 -1.4906  -0.32
O 1.8579 -1.2520 -3.1488  -0.33
O -0.5536 -1.1478 -2.9192  -0.29
C -0.1292 -0.0998 1.1584  -0.65
F -0.9786 0.0744 0.1585  0.17
F -0.7776 -0.0762 2.3266  0.14
F 0.4849 -1.2754 1.0372  0.14
S 1.1183 1.2692 1.0924  0.58
O 1.7323 1.3606 2.4241  -0.36
O 2.1065 0.8413 0.1121  -0.31
O 0.4056 2.4609 0.6907  -0.29
O 3.2065 -1.2598 2.3166  -0.07
H 3.2414 -1.3133 1.3478  0.03
H 2.6748 -2.0252 2.5617  0.04
O -4.7948 -1.1447 4.1454  -0.05
H -4.3228 -1.0118 4.9736  0.04
H -4.5123 -0.4181 3.5781  0.04
O -3.3936 -3.2053 2.3380  -0.05
H -3.1834 -2.5104 2.9698  0.00
H -2.5813 -3.7064 2.2203  0.01
O 1.8226 3.7241 3.9904  -0.05
H 1.9091 3.0672 3.2764  -0.01
H 1.3846 3.2610 4.7103  0.02
O -4.3404 0.7886 -1.0301  -0.08
H -3.8396 0.8113 -1.8498  0.00
H -4.6346 -0.1357 -0.9375  0.01
O 1.0413 2.8981 -2.1734  -0.06
H 0.0883 2.9687 -1.9941  0.04
H 1.2721 3.7398 -2.5778  0.06
O -1.6624 -3.6258 -0.0893  -0.05
H -1.4108 -4.5476 0.0227  0.05
H -0.9219 -3.2432 -0.5869  0.00
O -1.4560 1.5688 -3.0715  -0.05
H -1.2164 0.6682 -2.8028  -0.01
H -1.9447 1.4525 -3.8908  0.05
O -1.1966 4.4545 -0.3099  -0.06
H -0.8663 3.6391 0.1071  -0.01
H -0.5793 5.1359 -0.0222  0.03
O 4.5234 2.2661 0.9185  -0.06
H 4.5166 3.0637 0.3830  0.02
H 3.7351 1.7624 0.6475  -0.02
O -3.8594 -1.9613 -0.9197  -0.05
H -3.5754 -1.8038 -1.8262  0.04
H -3.0377 -2.0321 -0.4193  0.01
O 2.8272 -3.0685 0.1506  -0.06
H 2.0063 -3.0287 -0.3889  0.00
H 3.1780 -3.9536 0.0221  0.05
O 2.2565 4.9117 0.5924  -0.04
H 2.7480 4.9436 -0.2332  0.03
H 1.6533 4.1586 0.4930  -0.01

The calculation puts the HOMO energy at -10.0 eV. Its gap between HOMO and LUMO is 0.303 Eh.

Here is 11 unconnected molecules or ions with the total composition C2H26N2O11 from OMol25. Energies are from ωB97M-V with the def2-TZVPD basis set.

Last column: Löwdin charge in e.
Geometry (Å):
C 2.1167 -1.7409 2.5841  -0.07
N 1.0476 -1.1881 1.7663  0.00
C 0.8064 0.1407 1.7625  -0.61
N 0.0025 0.4929 0.6939  0.17
O 1.3112 0.9078 2.5771  0.02
H 2.0688 -1.3598 3.6039  0.08
H 3.0665 -1.2860 2.2725  0.08
H 2.1508 -2.8068 2.4769  0.07
H 0.4523 -1.8145 1.2425  0.06
H -0.2549 -0.1289 -0.0503  0.07
H -0.2081 1.4552 0.4879  0.07
O -0.8771 1.1387 -2.2328  -0.07
H 0.0640 1.3898 -2.3706  0.04
H -1.2178 1.9544 -1.8316  0.04
O -2.6850 1.6248 2.0409  -0.05
H -2.7544 1.7986 2.9743  0.04
H -1.8450 1.1933 1.8118  0.02
O 1.6816 2.1065 -1.7208  -0.11
H 1.9918 1.1687 -1.6954  0.00
H 2.0116 2.4434 -0.8579  0.00
O -3.3134 -2.4148 -0.7566  -0.08
H -4.0731 -1.8910 -0.4729  0.06
H -2.7911 -1.7805 -1.3338  -0.01
O 2.6462 -0.4825 -1.4522  -0.07
H 2.1976 -1.3309 -1.5285  -0.06
H 3.1995 -0.3434 -2.2385  0.06
O 2.2174 2.9514 0.8322  -0.04
H 1.5056 2.8427 1.4549  0.03
H 3.0134 2.5566 1.1924  0.06
O -2.1186 3.0740 -0.1870  -0.06
H -2.0771 4.0021 -0.4525  0.06
H -2.8056 2.9488 0.4822  0.02
O -1.0429 -2.1234 0.5945  -0.09
H -1.1577 -2.6458 1.3885  0.06
H -1.9849 -2.1460 0.2495  0.03
O 1.1760 -2.3842 -1.5812  -0.01
H 0.2329 -2.2361 -1.6246  0.04
H 1.3833 -3.2124 -2.0496  0.10
O -2.0084 -1.1803 -2.5305  -0.06
H -1.6079 -0.3655 -2.1659  0.01
H -1.5208 -1.3288 -3.3555  0.08

The calculation puts the HOMO energy at -8.9 eV. The SMILES is CNC(N)=O.O.O.O.O.O.O.O.O.O.O. Its gap between HOMO and LUMO is 0.332 Eh.

Here is 13 unconnected molecules or ions with the total composition C2H28O14 from OMol25. Energies are from ωB97M-V with the def2-TZVPD basis set.

Last column: Löwdin charge in e.
Geometry (Å):
O 1.3531 0.4114 -0.9884  0.04
C 0.9959 1.2301 -1.8073  -0.55
O 1.0946 1.1510 -3.1304  0.06
C 0.4221 2.6220 -1.6182  0.01
H 1.0763 0.1473 -3.5178  0.13
H 1.1649 3.4507 -1.6841  0.11
H -0.1306 2.6845 -0.6985  0.07
H -0.2750 2.8293 -2.3933  0.05
H -1.4383 -0.6869 2.1671  0.04
H 0.0708 -0.7443 1.4754  0.02
O -0.7922 -1.1521 1.6227  -0.07
H -1.1639 -3.3232 0.9894  0.03
H -2.5589 -3.9256 0.9538  0.06
O -1.9383 -3.4166 0.4197  -0.05
H 1.2137 0.9863 0.6982  0.00
H 2.0909 0.2774 1.5002  0.11
O 1.2023 0.7687 1.6440  -0.10
H 0.6651 2.4894 3.9846  0.04
H -0.0837 1.6407 2.9486  0.00
O 0.0167 2.5326 3.2901  -0.06
H -2.7836 -1.6862 -0.0745  0.03
H -2.2903 -0.3751 0.2565  0.03
O -2.3947 -0.9212 -0.5543  -0.09
H -0.0396 -2.4121 -2.7156  -0.02
H -1.0017 -1.5816 -1.9707  0.03
O -0.7387 -1.7981 -2.9006  -0.05
H -3.1322 2.0934 -2.2184  0.05
H -2.8747 3.2505 -1.1849  0.04
O -2.4718 2.6850 -1.8483  -0.05
H 1.9053 -0.8081 -2.5433  0.06
H 1.4228 -2.0359 -3.1733  0.01
O 1.7988 -1.2109 -3.4536  -0.04
H 3.6836 1.9479 0.5731  0.02
H 3.2113 1.7662 -0.9021  0.00
O 3.8948 1.5999 -0.2769  -0.01
H -1.9808 2.2589 2.8598  0.01
H -3.3834 1.8243 2.8531  0.06
O -2.4833 1.4416 2.9204  -0.06
H 0.8794 -3.2853 -0.5362  0.06
H 2.1757 -2.6315 -0.5622  0.06
O 1.5062 -2.9203 -1.1844  -0.03
H 0.0458 -1.9564 3.3243  0.01
H 1.4672 -2.4891 3.8805  0.02
O 0.5985 -2.7288 3.5757  -0.07

The calculation puts the HOMO energy at -10.5 eV. Its gap between HOMO and LUMO is 0.384 Eh.

Here is a molecular structure, C2H2AgO from OMol25. Energies are from ωB97M-V with the def2-TZVPD basis set.

Last column: Löwdin charge in e.
Geometry (Å):
H 1.4605 0.8300 0.5402  -0.02
O -0.3671 -0.0862 0.1690  -0.48
C 1.1531 -0.1532 0.1438  -0.07
C -1.0570 0.9481 0.0542  0.14
H 1.3583 -0.2196 -0.9373  0.00
Ag -2.5478 -1.3192 0.0301  0.44

The calculation puts the HOMO energy (spin up / spin down) at -6.9 / -7.7 eV. The expectation value of S² is 0.80. Its gap between HOMO and LUMO (spin up / spin down) is 0.190 / 0.217 Eh. As for the multiplicity: 2.